Molecular formula: C2H8NO4
Method: DFT, ωB97M-V/def2-TZVPD

CARTESIAN COORDINATES (ANGSTROEM)
C1 2.893 -0.264 -0.001
C2 0.452 0.407 -0.047
N1 1.754 0.627 -0.084
O1 -0.309 1.431 -0.095
O2 0.052 -0.824 -0.016
O3 -3.730 -0.074 0.075
O4 -2.306 -0.129 -0.080
H1 2.889 -1.059 0.851
H2 2.832 -1.008 -0.897
H3 3.794 0.273 -0.136
H4 -3.976 -0.458 1.062
H5 1.821 1.574 0.226
H6 -1.280 1.036 -0.132
H7 -0.860 -0.896 -0.163
H8 -4.027 -0.634 -0.563

Its spin multiplicity is 1. Its highest occupied orbital energy is -14.6 eV. The calculation puts the energy relative to the best compared isomer or geometry (same formula, charge and spin) at 5.015 eV. The value obtained for the calculated total energy is -11872.7550 eV. For the HOMO-LUMO gap, the calculation gives 10.61 eV. Its net charge is +1.

Molecular formula: C16H31N5PbS2
Method: DFT, ωB97M-V/def2-TZVPD

CARTESIAN COORDINATES (ANGSTROEM)
Pb1 -0.165 -0.209 -0.272
C1 1.802 -3.016 2.309
C2 0.486 -2.355 2.069
C3 -0.482 -2.955 1.267
C4 -1.761 -2.406 1.143
C5 -2.825 -3.141 0.389
C6 -2.041 -1.195 1.779
C7 -1.076 -0.551 2.563
C8 -1.418 0.677 3.342
C9 0.180 -1.148 2.693
H1 1.672 -3.804 3.049
H2 2.530 -2.311 2.700
H3 2.189 -3.473 1.403
H4 -0.267 -3.907 0.806
H5 -3.242 -3.917 1.030
H6 -2.418 -3.635 -0.492
H7 -3.643 -2.481 0.109
H8 -3.040 -0.788 1.740
H9 -1.834 0.379 4.303
H10 -2.162 1.282 2.832
H11 -0.536 1.278 3.543
H12 0.892 -0.723 3.386
C10 1.667 2.684 -0.493
C11 0.969 2.507 -1.844
N1 0.743 1.095 -2.210
C12 1.866 0.415 -2.878
C13 3.074 0.143 -1.996
S1 2.687 -0.692 -0.398
C14 3.294 0.524 0.838
C15 2.208 1.378 1.489
N2 1.149 1.780 0.553
H13 2.732 2.504 -0.606
H14 1.553 3.727 -0.189
H15 -0.007 2.991 -1.792
H16 1.566 3.018 -2.608
H17 -0.015 1.105 -2.886
H18 1.482 -0.538 -3.249
H19 2.217 0.999 -3.738
H20 3.742 -0.535 -2.527
H21 3.624 1.051 -1.771
H22 3.799 -0.068 1.599
H23 4.057 1.119 0.342
H24 1.737 0.809 2.290
H25 2.689 2.259 1.926
H26 0.437 2.280 1.082
N3 -2.122 -0.813 -2.167
N4 -2.897 0.274 -2.599
C16 -2.972 1.434 -1.915
N5 -3.785 2.372 -2.389
S2 -2.084 1.766 -0.518
H27 -1.686 -1.254 -2.974
H28 -2.699 -1.514 -1.691
H29 -3.607 0.103 -3.307
H30 -4.404 2.224 -3.171
H31 -3.857 3.248 -1.895

Its spin multiplicity is 1. Its highest occupied orbital energy is -14.3 eV. The calculation puts the energy relative to the best compared isomer or geometry (same formula, charge and spin) at 0.287 eV. The value obtained for the calculated total energy is -51451.4822 eV. For the HOMO-LUMO gap, the calculation gives 8.84 eV. Its net charge is +2.

Molecular formula: C4H15NO3
Method: DFT, ωB97M-V/def2-TZVPD

CARTESIAN COORDINATES (ANGSTROEM)
N1 -1.828 0.649 2.099
C1 -1.308 1.975 1.996
C2 2.574 1.439 1.427
C3 1.124 1.205 1.856
C4 0.149 1.990 1.349
H1 -1.514 0.156 1.272
H2 -1.519 0.197 3.028
H3 -1.376 2.575 2.928
H4 -1.836 2.693 1.142
H5 3.348 0.595 1.511
H6 2.421 1.526 0.293
H7 3.087 2.340 1.869
H8 1.008 0.737 2.784
H9 0.373 2.689 0.621
H10 -0.300 -2.850 -2.273
H11 0.149 -1.715 -3.379
O1 0.322 -2.246 -2.614
H12 -3.075 -1.708 -6.106
H13 -2.675 -0.481 -6.616
O2 -3.532 -0.870 -6.440
H14 2.343 -2.559 1.224
H15 2.800 -1.796 2.510
O3 2.503 -2.709 2.146

Its spin multiplicity is 2. As for the expectation value of S²: 0.76. Its highest occupied orbital energy (spin up / spin down) is -13.4 / -13.4 eV. The calculation puts the energy relative to the best compared isomer or geometry (same formula, charge and spin) at 3.397 eV. The value obtained for the calculated total energy is -12012.4374 eV. For the HOMO-LUMO gap (spin up / spin down), the calculation gives 9.31 / 4.76 eV. Its net charge is +1.

Molecular formula: C6H16
Method: DFT, ωB97M-V/def2-TZVPD

CARTESIAN COORDINATES (ANGSTROEM)
C1 1.543 -1.926 2.207
C2 1.329 -2.992 1.122
H1 2.441 -1.391 1.947
H2 0.751 -1.365 2.275
H3 1.666 -2.547 3.059
H4 0.635 -2.645 0.427
H5 1.424 -4.013 1.677
H6 2.308 -3.105 0.525
C3 -0.518 1.383 -1.135
C4 -0.708 0.852 0.315
C5 -1.545 0.648 -2.018
C6 -0.603 2.873 -0.989
H7 0.434 1.240 -1.782
H8 -1.337 1.377 0.937
H9 0.349 0.737 0.811
H10 -2.104 1.259 -2.619
H11 -0.965 -0.023 -2.726
H12 -2.340 0.040 -1.529
H13 -1.574 3.214 -1.027
H14 -0.201 3.283 -0.087
H15 0.030 3.266 -1.657
H16 -1.016 -0.165 0.267

Its spin multiplicity is 2. As for the expectation value of S²: 0.75. Its highest occupied orbital energy (spin up / spin down) is 1.5 / -6.9 eV. The calculation puts the energy relative to the best compared isomer or geometry (same formula, charge and spin) at 2.489 eV. The value obtained for the calculated total energy is -6477.4595 eV. For the HOMO-LUMO gap (spin up / spin down), the calculation gives 2.50 / 10.99 eV. Its net charge is -1.

Look up the spin multiplicity of the third one. 2